Density functional theory data (the ωB97M-V functional and the def2-TZVPD basis) for an isolated molecule of C20H24N2O5S.

```
52
Properties=species:S:1:pos:R:3
C -6.349 -1.781 -0.781
C -5.049 -1.528 -0.078
C -4.143 -2.557 0.145
C -2.953 -2.313 0.806
C -2.620 -1.045 1.259
C -1.307 -0.797 1.943
C -3.537 -0.012 1.042
N -3.282 1.307 1.456
S -3.088 2.468 0.256
O -4.271 2.518 -0.544
O -2.655 3.656 0.931
C -1.732 1.782 -0.680
C -0.448 2.189 -0.382
C 0.634 1.553 -0.963
C 0.419 0.479 -1.825
O 1.397 -0.231 -2.445
C 2.729 -0.068 -2.034
C 2.919 -0.503 -0.571
O 1.978 -0.863 0.106
N 4.184 -0.478 -0.100
C 5.375 0.002 -0.766
C 5.931 1.202 0.018
O 6.193 0.856 1.355
C 5.027 0.399 2.005
C 4.439 -0.819 1.289
C -0.889 0.092 -2.133
C -1.962 0.741 -1.562
C -4.736 -0.260 0.385
H -7.110 -2.080 -0.060
H -6.246 -2.580 -1.512
H -6.695 -0.880 -1.282
H -4.368 -3.555 -0.203
H -2.257 -3.124 0.964
H -0.756 -1.727 2.045
H -1.455 -0.375 2.938
H -0.691 -0.111 1.361
H -2.529 1.396 2.122
H -0.313 3.008 0.308
H 1.630 1.882 -0.714
H 3.305 -0.724 -2.693
H 3.062 0.970 -2.174
H 5.173 0.288 -1.795
H 6.122 -0.800 -0.759
H 6.881 1.531 -0.406
H 5.207 2.031 -0.023
H 5.326 0.143 3.022
H 4.276 1.203 2.037
H 3.495 -1.122 1.744
H 5.152 -1.649 1.325
H -1.031 -0.733 -2.812
H -2.977 0.453 -1.784
H -5.407 0.568 0.223
```

The HOMO energy is -8.454 eV. The calculation puts the largest force on an atom at 0.9 eV Å⁻¹. The value obtained for the frontier orbital gap is 0.3257 Eh. As for the charge: 0. The energy above the lowest of the compared OMol25 structures with the same formula, charge and spin is 183.7 kJ/mol. The value obtained for the total energy is -1660.414500 Ha. Its SMILES is Cc1ccc(C)c(NS(=O)(=O)c2ccc(OCC(=O)N3CCOCC3)cc2)c1.



Density functional theory data (the ωB97M-V functional and the def2-TZVPD basis) for a structure of composition C8H26AgN4O8.

```
47
Properties=species:S:1:pos:R:3
Ag 3.460 -13.079 -2.546
C 3.493 -13.471 0.504
C 3.272 -11.949 0.296
O 3.709 -11.440 -0.950
O 2.805 -14.051 -0.618
H 3.111 -13.687 1.500
H 4.562 -13.682 0.431
H 3.758 -11.553 1.198
H 2.259 -11.570 0.462
H 4.013 -10.541 -0.799
H 2.408 -14.824 -0.188
C 4.712 -12.016 -5.374
C 4.737 -10.543 -4.906
O 4.193 -10.560 -3.614
O 3.587 -12.788 -4.956
H 5.578 -12.540 -4.955
H 4.831 -12.184 -6.447
H 4.103 -9.933 -5.558
H 5.759 -10.173 -5.013
H 4.042 -9.671 -3.287
H 3.022 -12.808 -5.737
C 2.045 -16.029 -3.016
C 3.537 -16.376 -3.156
O 4.419 -15.231 -3.029
O 1.735 -14.758 -3.556
H 1.699 -15.906 -1.979
H 1.405 -16.838 -3.376
H 3.736 -16.887 -4.097
H 3.856 -17.018 -2.332
H 5.303 -15.567 -3.208
H 0.816 -14.585 -3.327
C 0.723 -10.750 -2.083
O 1.479 -11.669 -2.455
N 1.184 -9.561 -1.622
N -0.605 -10.939 -1.999
H 0.439 -8.894 -1.492
H 1.979 -9.246 -2.156
H -0.933 -11.722 -2.541
H -1.221 -10.464 -1.364
C 6.699 -12.536 -1.415
O 5.839 -12.866 -2.254
N 7.490 -13.366 -0.718
N 6.810 -11.231 -1.066
H 7.443 -14.336 -0.980
H 8.268 -12.943 -0.244
H 7.554 -10.817 -0.528
H 6.195 -10.541 -1.451
```

The expectation value of S² is 0.751. The HOMO energy (alpha / beta) is -15.947 / -15.922 eV. The calculation puts the largest force on an atom at 3.6 eV Å⁻¹. The value obtained for the frontier orbital gap (alpha / beta) is 0.3952 / 0.2095 Eh. As for the charge: +2. As for the spin multiplicity: 2. The value obtained for the total energy is -1287.714237 Ha.



Density functional theory data (the ωB97M-V functional and the def2-TZVPD basis) for a cluster of 2 separate species, CH5N2S in total.

```
9
Properties=species:S:1:pos:R:3
C -0.538 0.392 -0.217
N -0.753 0.723 1.039
N 0.598 0.016 -0.667
S 1.247 -0.479 -2.964
H -1.385 0.418 -0.897
H -1.670 0.975 1.374
H 0.005 0.725 1.708
H 1.455 -0.005 -0.133
H 0.509 -1.602 -2.975
```

The HOMO energy is -15.267 eV. The calculation puts the largest force on an atom at 4.1 eV Å⁻¹. The value obtained for the frontier orbital gap is 0.2841 Eh. As for the charge: +1. The energy above the lowest of the compared OMol25 structures with the same formula, charge and spin is 214.2 kJ/mol. The value obtained for the total energy is -548.455929 Ha.



Density functional theory data (the ωB97M-V functional and the def2-TZVPD basis) for an isolated molecule of C4H4O.

```
9
Properties=species:S:1:pos:R:3
C -1.272 -0.966 -0.046
C -0.652 0.273 -0.041
C 0.818 0.938 -0.113
C 1.855 0.163 -0.053
O 2.751 -0.589 0.025
H -2.381 -0.997 0.125
H -0.905 -1.935 -0.246
H -1.284 1.052 0.434
H 1.071 2.061 -0.084
```

The HOMO energy is -8.824 eV. The calculation puts the largest force on an atom at 2.9 eV Å⁻¹. The value obtained for the frontier orbital gap is 0.3530 Eh. As for the charge: 0. The energy above the lowest of the compared OMol25 structures with the same formula, charge and spin is 166.8 kJ/mol. The value obtained for the total energy is -229.964438 Ha. Its SMILES is C=CC=C=O.



Density functional theory data (the ωB97M-V functional and the def2-TZVPD basis) for a cluster of 20 separate species, C13H66O20 in total.

```
99
Properties=species:S:1:pos:R:3
C 20.927 22.318 -3.289
O 20.262 21.734 -2.142
H 20.414 22.135 -4.233
H 20.941 23.391 -3.098
H 21.914 21.921 -3.528
H 20.311 20.777 -2.204
C 24.115 18.530 -9.818
O 23.044 17.801 -10.405
H 24.512 18.019 -8.941
H 24.845 18.695 -10.611
H 23.909 19.555 -9.510
H 22.845 18.284 -11.211
C 22.711 27.696 -12.835
O 21.626 28.124 -12.039
H 22.938 26.691 -12.480
H 22.575 27.835 -13.908
H 23.603 28.253 -12.550
H 21.611 27.477 -11.330
C 19.794 24.933 -12.198
O 19.426 24.264 -13.403
H 19.066 25.527 -11.646
H 20.218 24.244 -11.466
H 20.558 25.664 -12.461
H 20.103 24.356 -14.078
C 20.362 29.680 -6.325
O 20.972 28.441 -5.940
H 19.668 29.849 -5.502
H 21.101 30.480 -6.293
H 19.782 29.719 -7.248
H 20.366 27.698 -5.894
C 17.003 28.391 -9.420
O 18.067 27.652 -9.917
H 16.771 28.142 -8.384
H 17.200 29.460 -9.496
H 16.040 28.214 -9.899
H 18.352 28.044 -10.746
C 25.729 25.213 -10.113
O 26.965 25.607 -9.601
H 25.449 25.896 -10.915
H 25.802 24.193 -10.491
H 24.985 25.367 -9.332
H 27.260 25.067 -8.864
C 22.525 21.074 -6.621
O 21.288 21.318 -7.245
H 23.247 20.893 -7.417
H 22.931 21.858 -5.982
H 22.484 20.280 -5.875
H 21.178 20.681 -7.955
C 16.538 23.480 -10.837
O 15.841 22.744 -11.772
H 15.818 24.244 -10.546
H 16.996 23.036 -9.953
H 17.377 23.967 -11.334
H 14.968 22.500 -11.455
C 26.099 23.731 -6.475
O 27.305 23.900 -7.244
H 25.298 23.244 -7.031
H 26.341 23.155 -5.582
H 25.860 24.767 -6.236
H 27.974 24.198 -6.624
C 21.508 27.044 -9.030
O 21.768 26.175 -10.093
H 22.144 26.915 -8.154
H 21.583 28.056 -9.427
H 20.489 26.881 -8.680
H 21.567 25.302 -9.748
C 19.169 20.611 -9.986
O 20.353 19.974 -9.512
H 19.485 21.287 -10.780
H 18.406 19.938 -10.377
H 18.681 21.208 -9.216
H 20.994 19.914 -10.225
C 22.429 22.460 -11.642
O 23.311 21.774 -12.537
H 22.708 22.289 -10.602
H 22.570 23.524 -11.834
H 21.363 22.231 -11.656
H 24.178 22.170 -12.427
O 15.540 24.508 -7.753
H 14.639 24.828 -7.709
H 15.466 23.640 -8.152
O 15.874 26.643 -5.890
H 15.969 25.739 -6.190
H 15.016 26.915 -6.215
O 18.199 25.354 -8.542
H 17.288 25.163 -8.318
H 18.151 26.136 -9.092
O 23.586 24.434 -3.672
H 22.770 24.734 -4.072
H 23.570 24.803 -2.789
O 18.821 26.543 -5.996
H 18.672 25.995 -6.766
H 18.013 27.048 -5.902
O 21.032 25.648 -4.165
H 20.445 25.945 -4.861
H 20.571 25.863 -3.355
O 20.770 24.001 -8.735
H 21.021 23.313 -8.118
H 19.837 24.137 -8.576
```

The HOMO energy is -9.565 eV. The calculation puts the largest force on an atom at 2.0 eV Å⁻¹. The value obtained for the frontier orbital gap is 0.3287 Eh. As for the charge: 0. The value obtained for the total energy is -2039.428071 Ha.



Density functional theory data (the ωB97M-V functional and the def2-TZVPD basis) for an isolated molecule of C3H4N4O.

```
12
Properties=species:S:1:pos:R:3
H -1.266 -1.719 0.604
N -2.178 -1.123 0.001
C -1.903 0.144 -0.094
N -0.513 0.310 0.005
C 0.183 1.392 0.189
N 1.570 1.171 -0.057
C 1.500 -0.232 -0.045
O 2.616 -0.948 0.000
N 0.343 -0.635 -0.029
H -2.489 1.037 -0.382
H -0.327 2.428 -0.032
H 2.463 -1.824 -0.159
```

The HOMO energy is -9.825 eV. The calculation puts the largest force on an atom at 8.8 eV Å⁻¹. The value obtained for the frontier orbital gap is 0.3653 Eh. As for the charge: 0. The energy above the lowest of the compared OMol25 structures with the same formula, charge and spin is 374.7 kJ/mol. The value obtained for the total energy is -410.860588 Ha. Its SMILES is [H]/N=C\n1cnc(O)n1.